No. 1
C8H18F3O9SV as an isolated structure. Source: OMol25; level of theory: the ωB97M-V functional and the def2-TZVPD basis.

molecular weight: 398.23 Da
<S²>: 3.7559
2S+1: 4
charge: -1
HOMO-LUMO gap (spin up / spin down): 5.75 / 6.75 eV
F_max: 0.0194 Eh/bohr
energy above the lowest of the compared OMol25 structures with the same formula, charge and spin: 0.0 kJ/mol

Structure (XYZ):
```
40
Properties=species:S:1:pos:R:3:forces:R:3:nbo_charge:R:1
V 24.16103 -24.77649 7.27297 -0.4 -0.6 -0.4 1.24
C 24.80553 -22.19689 3.73661 0.0 0.0 0.1 0.68
F 24.48424 -21.28960 2.80760 0.0 0.1 -0.1 -0.32
F 24.58823 -23.40617 3.20561 0.0 -0.1 0.0 -0.33
F 26.12377 -22.09345 3.97173 0.1 0.0 0.0 -0.33
S 23.82627 -21.90872 5.26821 0.1 0.4 0.0 2.38
O 24.31509 -22.93003 6.18769 0.4 -0.2 -0.1 -1.02
O 24.25947 -20.58566 5.63873 0.0 0.2 0.1 -0.98
O 22.46741 -22.05718 4.84109 -0.2 -0.1 0.0 -0.95
C 22.34259 -26.54177 7.17944 0.0 0.2 -0.2 0.93
O 22.38851 -25.46943 6.39029 0.4 0.0 0.5 -0.87
O 23.37831 -26.57912 8.01864 0.5 0.4 0.1 -0.90
O 21.45226 -27.39288 7.14610 0.2 0.1 0.0 -0.75
C 25.84743 -26.31853 3.38462 0.1 0.0 -0.6 -0.63
C 24.90658 -26.21248 4.55310 0.3 -0.6 0.3 -0.07
O 25.56016 -25.60872 5.69427 -0.4 0.1 -0.2 -0.73
H 26.60078 -27.09481 3.54649 0.1 0.1 0.0 0.19
H 26.34696 -25.37740 3.15597 0.0 0.1 0.2 0.22
H 25.29708 -26.59417 2.47929 0.0 -0.1 0.1 0.22
H 24.60501 -27.22110 4.84851 -0.3 0.1 0.0 0.18
H 24.01684 -25.63164 4.34892 0.0 0.2 0.1 0.23
H 26.25104 -26.20776 5.99142 -0.1 -0.1 0.1 0.47
C 26.23137 -24.95460 10.81524 0.0 -0.1 -0.1 -0.63
C 26.36517 -25.69063 9.49377 -0.5 0.4 0.0 -0.07
O 26.14580 -24.81233 8.36140 0.3 -0.2 0.3 -0.73
H 26.20054 -25.69873 11.61435 0.1 0.1 0.1 0.21
H 25.29289 -24.40198 10.83439 0.0 0.0 0.0 0.23
H 27.05071 -24.25654 10.99609 0.0 0.0 0.0 0.19
H 25.57042 -26.43280 9.42939 0.1 -0.2 -0.2 0.23
H 27.35124 -26.14411 9.39561 0.0 -0.2 0.0 0.16
H 26.99163 -24.44188 8.09857 -0.1 0.2 -0.2 0.48
C 21.64783 -22.03379 8.63471 0.3 0.3 -0.1 -0.64
C 22.26152 -23.32981 9.11757 -0.3 -0.1 0.1 -0.06
O 23.69275 -23.33415 8.91090 -0.8 -0.5 0.4 -0.73
H 20.55998 -22.03968 8.67682 0.0 -0.1 0.1 0.22
H 21.93909 -21.84207 7.60119 -0.1 -0.1 0.0 0.24
H 22.01089 -21.19051 9.23647 -0.1 -0.1 0.0 0.18
H 21.87575 -24.18578 8.56072 0.1 0.1 -0.1 0.23
H 22.04091 -23.53151 10.17191 0.1 0.2 0.0 0.16
H 24.07609 -22.54383 9.29639 0.1 0.1 -0.3 0.49
```
Forces are in eV/Å.

***

No. 2
A 11-piece molecular cluster, C23H58BO18 overall in a non-equilibrium geometry. Source: OMol25; level of theory: the ωB97M-V functional and the def2-TZVPD basis.

molecular weight: 633.51 Da
charge: -1
HOMO-LUMO gap: 9.82 eV
F_max: 0.0382 Eh/bohr
energy above the lowest of the compared OMol25 structures with the same formula, charge and spin: 0.0 kJ/mol

Structure (XYZ):
```
100
Properties=species:S:1:pos:R:3:forces:R:3:mulliken_charge:R:1
O -0.35009 -3.63425 2.02708 -0.1 0.0 -0.5 -0.66
C -0.26673 -2.66758 1.31455 -0.3 -1.1 0.7 0.00
O 0.04307 -1.46398 1.71861 -0.1 0.5 -0.5 -0.59
B -0.03108 -0.53109 0.57064 0.4 -0.7 0.1 0.97
O -0.39699 -1.39633 -0.59161 0.1 0.9 0.2 0.54
C -0.56249 -2.63843 -0.21031 -0.3 -0.5 0.3 0.85
O -0.92246 -3.54492 -0.91477 0.4 0.2 0.5 -0.42
O 1.29699 0.08005 0.37123 0.1 0.4 -0.2 -0.69
C 1.19745 1.36897 0.61278 -0.5 0.2 0.6 0.32
O 2.04483 2.21041 0.68786 0.6 -0.1 -0.3 -0.64
C -0.28177 1.67732 0.91047 -0.5 0.6 -0.1 0.39
O -0.97189 0.55786 0.81303 0.1 -0.2 -0.1 -0.65
O -0.73417 2.76254 1.16689 0.2 -0.4 -0.1 -0.56
C 3.11827 1.53715 -2.67486 -0.7 -0.1 -0.2 -0.87
C 3.83563 2.82654 -2.28397 -0.9 0.2 -0.2 0.36
C 2.87976 4.01380 -2.37334 -0.4 0.7 -0.7 -1.12
O 4.38418 2.77306 -0.98112 0.5 -0.2 -0.3 -0.59
H 2.74206 1.55585 -3.70207 0.5 0.2 -0.2 0.48
H 2.17618 1.39111 -2.13645 0.3 0.0 0.5 -0.02
H 3.73935 0.65062 -2.55617 0.1 0.1 0.1 0.18
H 4.62647 2.97406 -3.02064 0.4 0.0 0.4 0.35
H 1.99754 3.83838 -1.75576 0.1 0.2 0.2 0.13
H 2.50687 4.25753 -3.37611 0.0 -0.8 -0.2 0.40
H 3.33608 4.98340 -2.16025 0.3 -0.3 0.8 0.31
H 3.72209 2.43284 -0.36196 -0.1 0.1 -0.1 0.43
C -0.24803 0.71926 4.57732 0.2 -1.0 1.0 -1.15
C -0.75645 1.81725 5.50751 -0.8 -0.3 -1.8 0.67
C -1.36666 2.92187 4.65194 0.8 1.2 -0.1 -1.22
O -1.80303 1.28765 6.34761 0.8 0.4 0.1 -0.57
H -1.08678 0.09680 4.26285 -0.1 0.3 -0.4 0.35
H 0.40578 0.00737 5.08966 0.0 0.1 0.2 0.42
H 0.33869 1.06784 3.72980 -0.3 0.3 0.0 0.10
H 0.04464 2.27097 6.09413 0.1 -0.3 0.2 0.20
H -2.34409 2.76106 4.20113 -0.2 -0.4 0.6 0.28
H -0.76251 3.17699 3.77701 0.3 -0.1 0.2 0.11
H -1.34687 3.82307 5.27403 -0.6 0.2 -0.2 0.48
H -2.15690 2.09552 6.73857 -0.3 -0.3 0.3 0.33
C 3.19659 -2.40759 -1.49785 -0.2 0.4 -0.4 -0.98
C 2.20942 -2.80390 -2.61313 1.0 -0.1 0.3 1.48
C 2.95755 -2.85687 -3.95299 -0.8 0.6 -0.2 -1.67
O 1.68791 -4.09675 -2.35414 -0.1 -0.8 -0.2 -0.75
H 4.00900 -3.13069 -1.42193 -0.1 -0.2 -0.1 0.39
H 2.74306 -2.30082 -0.51116 -0.1 0.0 -0.1 0.13
H 3.64800 -1.45097 -1.76822 0.0 0.1 0.2 0.19
H 1.35545 -2.12678 -2.70163 0.2 0.3 0.1 -0.19
H 3.49586 -1.92324 -4.12860 0.2 0.0 0.3 0.37
H 2.22683 -2.86607 -4.76525 0.0 -0.5 0.0 0.40
H 3.63969 -3.69935 -4.04279 -0.1 -0.1 0.2 0.37
H 1.02359 -4.07999 -1.65519 -0.2 0.3 -0.2 0.09
C 1.80197 6.53261 2.06447 0.9 0.6 -1.4 -0.79
C 3.17137 5.97573 1.59358 -0.7 -0.4 -0.5 -0.02
O 3.46805 4.77154 2.27112 0.6 0.1 0.4 -0.56
H 1.67790 6.48385 3.14305 0.2 0.1 0.0 0.24
H 0.93353 6.08126 1.58316 0.2 -0.4 0.0 0.18
H 1.83431 7.56353 1.69669 -0.5 0.2 0.4 0.33
H 3.96724 6.72335 1.65007 0.1 -0.2 1.2 0.35
H 3.26931 5.77082 0.51723 -0.9 0.0 -0.1 -0.03
H 2.74474 4.16861 2.07473 0.0 -0.2 -0.1 0.30
C -3.54716 0.75425 -1.94734 0.1 -0.8 -0.1 -0.53
C -3.20519 -0.62879 -2.51619 0.0 0.8 -1.4 -0.52
O -1.80812 -0.66558 -2.82834 -0.5 -0.9 0.9 -0.51
H -2.85870 1.07166 -1.16360 -0.1 -0.4 0.3 -0.14
H -4.57205 0.69528 -1.57658 0.0 0.6 0.0 0.36
H -3.38598 1.48851 -2.73641 -0.5 0.0 -0.1 0.30
H -3.70846 -0.75909 -3.48150 -0.1 0.4 -0.1 0.38
H -3.62753 -1.48945 -1.98814 0.7 0.1 0.7 0.39
H -1.40662 -1.06703 -2.03605 0.3 0.4 -0.6 0.25
C 0.91411 -6.82187 -0.22605 -1.3 1.2 0.4 -0.48
C 2.19430 -6.24408 0.33761 0.6 -0.2 -1.1 -0.16
O 3.14057 -5.95925 -0.74586 -0.9 -0.3 1.2 -0.60
H 0.90463 -7.81217 -0.67220 0.5 -0.1 0.2 0.32
H 0.47794 -6.12895 -0.95342 0.3 -0.1 -0.3 -0.02
H 0.14163 -6.74589 0.54735 0.1 -0.6 0.2 0.14
H 2.62326 -6.93138 1.06549 0.4 -0.1 -0.2 0.37
H 2.00106 -5.32147 0.88704 -0.2 0.1 0.0 0.09
H 2.59949 -5.39881 -1.33067 0.6 0.0 -0.3 0.45
C -3.49608 -5.72321 2.40244 0.1 -1.0 -0.1 -0.60
O -2.35147 -6.15754 1.67551 0.0 0.6 -0.2 -0.48
H -3.55232 -4.65300 2.59852 0.3 0.0 0.1 0.25
H -4.39473 -5.99598 1.84405 0.0 0.0 -0.1 0.24
H -3.48907 -6.32289 3.31631 -0.3 0.5 0.3 0.25
H -1.70128 -5.44477 1.68331 0.1 0.0 0.0 0.33
C -1.67384 -3.82432 -3.97605 1.6 1.0 -0.6 -0.31
O -1.97029 -4.69677 -5.06841 -0.3 -0.2 0.6 -0.56
H -1.70368 -2.78084 -4.30287 -1.0 0.1 0.2 0.25
H -2.23112 -4.01681 -3.06710 -0.5 -0.2 -0.4 0.18
H -0.61802 -3.83795 -3.67720 0.1 -0.8 0.0 0.23
H -1.55109 -4.34091 -5.85370 0.1 0.1 0.0 0.30
C -2.75036 5.33881 -1.02303 -0.5 0.1 -0.2 -0.64
O -1.64645 5.06147 -0.19408 0.0 0.2 -0.3 -0.37
H -3.69871 5.12079 -0.52229 -0.1 0.0 0.0 0.25
H -2.77360 6.39389 -1.29810 0.3 0.1 0.3 0.26
H -2.75178 4.81554 -1.98493 0.2 -0.3 0.1 0.26
H -1.61925 4.11570 -0.00110 0.1 0.1 0.1 0.35
C -4.06950 2.72027 1.75383 -1.5 -0.2 0.4 0.20
O -5.36021 2.70292 2.43361 0.6 0.3 -0.1 -0.61
H -4.26334 2.16916 0.83669 0.5 -0.1 0.0 0.03
H -3.79192 3.74512 1.50775 0.3 0.0 0.1 0.13
H -3.36684 2.22520 2.41716 0.5 0.0 -0.5 -0.08
H -5.16054 2.96143 3.33801 -0.3 0.0 0.0 0.31
```
Forces are in eV/Å.

***

Q: What is the formula in the second record?
A: C23H58BO18